Record 1
Density functional theory data (ωB97M-V/def2-TZVPD) for C17H19F9MoN6O5S2Se as an isolated structure in a non-equilibrium geometry.

Summary:
Frontier orbital gap (alpha / beta) in eV: 6.9 / 6.6
E_tot in eV: -150444.085
E_HOMO (alpha / beta) in eV: -7.8 / -8.2
F_max in eV/Å: 1.7
ΔE to the lowest compared entry with this formula, charge and spin in kcal/mol: 4.82

Structure (ORCA input):
```
! wB97M-V def2-TZVPD RIJCOSX def2/J DEFGRID3
* xyz 0 3
Mo -0.22443 -1.13511 -0.17386
Se -4.86467 -2.29862 0.59689
S -1.21892 2.36377 -0.20022
S 0.00667 -3.46317 -0.74644
F 3.25458 0.63602 -3.94808
F 4.82841 -1.12659 -2.59069
F 1.81392 -3.10322 -2.98770
F 2.80865 -1.85940 -4.43499
F 0.77225 -1.42538 -3.84352
F 3.26198 1.31208 -1.90203
F 4.14388 -0.76729 -0.56798
F 3.86179 -2.69683 -1.46352
F 1.39706 1.10935 -2.96170
O -0.88323 -0.18226 -1.94327
O 1.60685 -0.93881 -1.18084
O -1.34059 0.98347 0.42471
O -2.05095 -1.85459 -2.71597
O -2.21419 0.10570 -3.60749
N 1.02376 0.10274 1.08553
N 0.02687 -2.13272 1.70080
N -2.08222 -1.48039 0.31263
N -1.09667 -5.27791 0.83244
N -0.48201 -3.37918 1.91153
N -1.77158 -0.67814 -2.78567
C 2.43887 -0.91459 -2.23610
C 1.62314 0.66207 3.31676
C -1.90364 3.48044 1.04617
C -0.57521 -4.04438 0.78526
C 0.42199 -1.47131 2.73653
C -2.50201 2.47409 -1.46519
C -3.81496 1.82642 -1.04750
C 1.96121 -1.84367 -3.40035
C -1.14773 4.80200 1.07003
C 2.28755 2.06705 1.50389
C 1.02547 -0.18171 2.39743
C 2.59323 0.54942 -2.79681
C 1.65140 1.19022 0.64519
C -3.20628 -1.81298 0.42859
C 3.84545 -1.38757 -1.71775
C 2.26131 1.80468 2.86213
C 0.32678 -1.96665 4.13594
H -1.51679 -5.60224 1.68607
H 2.74444 2.47549 3.56080
H -1.24917 5.33846 0.12515
H 0.15241 -3.03672 4.13662
H -4.37106 1.54466 -1.94012
H -1.25902 -5.77783 -0.02212
H 1.23759 -1.74364 4.69205
H 2.79145 2.93406 1.10185
H -2.58490 3.54177 -1.68986
H -2.96502 3.61768 0.84697
H 1.59610 0.41274 4.36750
H -0.08431 4.64304 1.25373
H -2.07572 1.96411 -2.32702
H -0.51077 -1.48034 4.64347
H 1.62955 1.35580 -0.41683
H -3.62752 0.91471 -0.47939
H -1.79383 2.91869 1.97374
H -4.43785 2.48922 -0.44663
H -1.53938 5.44333 1.85923
*
```

Record 2
Density functional theory data (ωB97M-V/def2-TZVPD) for C34H30ClMoO2P2S3Sb as an isolated structure in a non-equilibrium geometry.

Summary:
Frontier orbital gap (alpha / beta) in eV: 6.0 / 6.3
E_tot in eV: -111814.616
E_HOMO (alpha / beta) in eV: -16.1 / -16.4
F_max in eV/Å: 4.8
ΔE to the lowest compared entry with this formula, charge and spin in kcal/mol: 55.41

Structure (ORCA input):
```
! wB97M-V def2-TZVPD RIJCOSX def2/J DEFGRID3
* xyz 3 2
Sb -0.36527 2.05870 -4.14406
Mo -0.08999 0.17857 -0.88631
Cl 8.00592 0.29490 -0.07040
S 0.96516 -0.01105 -2.80661
S -1.63601 0.97274 -5.56713
S -1.56825 1.64580 -1.48912
P -1.13400 -2.07505 -0.38467
P 0.55596 -0.31495 2.86289
O 1.38758 0.33409 0.25527
O 1.90230 0.54363 2.45899
C 0.40384 -1.58783 5.30883
C 4.61502 0.84330 1.87454
C -4.89953 -3.87857 1.57455
C 6.36445 0.47806 0.27018
C -3.55350 -3.43712 -0.37149
C 3.65508 0.61494 0.85804
C 0.41440 -0.36404 4.63100
C -1.44222 3.13231 2.23131
C 0.02957 -0.41764 7.37406
C 0.01431 0.79741 6.69572
C -2.13944 0.45766 2.55184
C -0.87400 -3.99502 -4.00916
C 0.19612 0.83132 5.32696
C -2.46370 -2.19435 -4.19069
C -1.78386 -3.26623 -4.75879
C -2.67391 -2.67597 0.40043
C 1.20581 -1.95161 2.27044
C -4.65617 -4.03618 0.21954
C -0.45489 2.16380 2.19820
C -0.62721 -3.65612 -2.68548
C 5.42117 0.32542 -0.76280
C -1.29908 -2.57860 -2.11819
C -4.02956 -3.12203 2.34680
C -2.77213 2.77160 2.41130
C 5.94784 0.78119 1.57732
C 0.21871 -1.60574 6.68034
C 4.08778 0.40585 -0.47875
C 2.28713 0.52491 1.13910
C -3.11828 1.43513 2.55971
C -2.22005 -1.84296 -2.87611
C -2.92594 -2.51982 1.76758
C 0.14394 -3.21524 0.30002
C -0.79840 0.80617 2.34936
C 0.42422 -3.17513 1.80916
H -0.47910 -3.33478 2.39155
H -2.26920 -1.93446 2.39972
H 0.57276 2.48496 2.10677
H 0.53607 -2.52546 4.78309
H 1.07221 -3.04287 -0.25291
H -0.22178 -4.21457 0.05470
H -4.20852 -3.00103 3.40708
H -3.53936 3.53387 2.44736
H 0.07280 -4.24758 -2.10988
H -3.19004 -1.64159 -4.76933
H -0.11864 -0.43986 8.44527
H 6.69195 0.96005 2.34137
H -4.15152 1.15503 2.71554
H 4.29235 1.08247 2.87933
H 1.95332 -1.71792 1.51168
H 0.22681 -2.55248 7.20278
H -5.32328 -4.63018 -0.39024
H -0.35985 -4.84328 -4.44033
H -5.76058 -4.34672 2.03169
H 1.77067 -2.20005 3.17504
H 1.07019 -4.03270 2.00702
H -1.98119 -3.54372 -5.78568
H 5.76201 0.14266 -1.77245
H -1.16590 4.17471 2.14538
H -3.38921 -3.57832 -1.42869
H -2.42604 -0.56802 2.72928
H -2.78636 -1.04723 -2.40567
H 3.35552 0.29003 -1.26721
H -0.14645 1.72043 7.23563
H 0.18270 1.78054 4.80627
*
```

Record 3
Density functional theory data (ωB97M-V/def2-TZVPD) for C31H46MoN4P2Si as an isolated structure in a non-equilibrium geometry.

Summary:
Frontier orbital gap (alpha / beta) in eV: 5.5 / 5.3
E_tot in eV: -67142.165
E_HOMO (alpha / beta) in eV: -13.6 / -13.6
F_max in eV/Å: 4.9
ΔE to the lowest compared entry with this formula, charge and spin in kcal/mol: 0.00

Structure (ORCA input):
```
! wB97M-V def2-TZVPD RIJCOSX def2/J DEFGRID3
* xyz 2 3
Mo -0.06718 0.83878 0.89743
P -1.29989 -1.05668 0.21572
P 1.69363 -0.49227 -0.03637
Si -1.17524 0.52332 4.65054
N 2.83754 -1.66327 0.73818
N 2.98126 0.66853 -0.58914
N -2.61762 -2.03809 0.76993
N -2.36659 0.32121 -0.31433
C -1.48284 1.54160 -4.14806
C 0.76677 2.64366 -4.40612
C -1.29928 0.58603 2.72106
C -2.37684 2.46932 -1.17514
C -0.51556 -2.01071 -1.11612
C 4.06950 2.65043 -0.77892
C 4.44504 -2.50116 2.12237
C 4.16972 0.44436 -1.28080
C -3.36586 1.70107 -1.81039
C -2.85286 0.41917 5.46676
C -2.67958 -2.57598 2.05481
C 3.73340 -1.35596 1.77233
C 0.90400 -0.33638 -4.87462
C 1.44891 1.28185 2.37642
C -3.31534 0.40110 -1.28831
C -0.47501 2.06782 5.43920
C 3.97035 -3.56614 1.29198
C 1.57961 0.39975 -3.74235
C 4.84517 1.64715 -1.42835
C -0.28725 -0.98072 5.36680
C -1.39608 0.24916 -3.79791
C 2.90610 2.04816 -0.31398
C -0.52204 2.15127 -5.12892
C -0.57085 -0.72125 -4.59875
C 0.90509 -1.45105 -1.39158
C -3.79255 -2.39608 0.09637
C -3.89179 -3.22421 2.20665
C -4.60482 -3.09789 0.97167
C -1.75608 1.65823 -0.19230
C 3.00254 -3.02313 0.45077
C 1.32918 1.66749 -3.40964
H 2.44562 -0.13361 -3.29886
H 5.19701 -2.57753 2.89764
H -2.68370 0.37477 6.55031
H -1.84201 -2.46211 2.72224
H 0.87011 2.00660 2.98736
H -1.66552 -0.44546 2.53396
H -1.56907 2.01895 0.88939
H -2.00463 3.45790 -1.41049
H -3.46809 1.29868 5.25765
H 2.06654 2.47804 0.23525
H 0.80496 -0.79490 -2.26964
H -0.94778 2.98226 5.05599
H -3.96279 -0.42160 -1.54393
H -0.69548 2.01801 6.51750
H -2.32748 2.18193 -3.88428
H 2.39239 1.76437 2.09131
H 2.40367 -3.49571 -0.31035
H 1.56584 -2.28200 -1.65779
H -0.25723 1.47060 -5.94478
H -1.15102 -1.98957 -2.01923
H 1.67420 0.38372 2.97514
H -5.59643 -3.46918 0.76423
H 1.65365 2.07528 -2.45535
H 3.77525 -0.36073 2.18954
H 0.50908 3.56554 -3.88652
H -0.50880 -3.04713 -0.72502
H -3.93249 -2.17732 -0.94712
H 0.77046 -1.07957 5.09275
H -0.33329 -0.87932 6.46822
H -2.22749 1.16281 2.53445
H -1.05143 -0.91180 -5.57607
H -2.08470 -0.20641 -3.07817
H 4.31343 3.69663 -0.64218
H 1.48877 2.91571 -5.18442
H -3.43050 -0.46011 5.17183
H -0.58113 -1.68394 -4.07017
H 0.60484 2.19183 5.33396
H 5.78075 1.82195 -1.94299
H 0.97367 0.21569 -5.82251
H -0.77361 -1.93431 5.11746
H 4.27259 -4.60469 1.34907
H -0.99506 3.00204 -5.63871
H -4.00585 1.99890 -2.63638
H 4.44946 -0.55146 -1.58217
H 1.43609 -1.26804 -5.08464
H -4.22949 -3.73426 3.08964
*
```

Record 4
Density functional theory data (ωB97M-V/def2-TZVPD) for one molecule with the formula C5H12ClN2OP in a non-equilibrium geometry.

Summary:
Frontier orbital gap in eV: 9.1
E_tot in eV: -32217.209
E_HOMO in eV: -9.0
F_max in eV/Å: 4.8
SMILES: [H]/N=P/OCCCNCCCl
ΔE to the lowest compared entry with this formula, charge and spin in kcal/mol: 28.82

Structure (ORCA input):
```
! wB97M-V def2-TZVPD RIJCOSX def2/J DEFGRID3
* xyz 0 1
Cl -3.22463 -0.74628 3.56981
P -0.20928 -1.29611 -3.07552
O 0.84366 -1.54533 -1.83400
N -0.82164 -0.14317 0.21273
N -1.04197 -2.55753 -2.73538
C -1.64448 -0.85808 2.49361
C 0.56634 0.10373 0.62192
C 1.87027 -0.74097 -1.41489
C -1.88466 0.01680 1.20409
C 1.32888 0.56979 -0.66024
H 2.24592 -1.36454 -0.54983
H 0.57306 0.87812 1.31694
H -1.42710 -1.87942 2.19387
H -0.82839 -1.06733 -0.18405
H -1.83694 1.06634 1.68452
H -1.72057 -2.77315 -3.47786
H 1.10888 -0.81778 0.97587
H 2.64554 -0.49188 -2.13665
H -0.87068 -0.33737 3.04989
H -2.84553 -0.16320 0.74304
H 2.12623 1.14530 -0.49499
H 0.68752 1.15877 -1.38246
*
```

Record 5
Density functional theory data (ωB97M-V/def2-TZVPD) for a 3-piece molecular cluster, C17H31N3O5P2 overall in a non-equilibrium geometry.

Summary:
Frontier orbital gap in eV: 7.3
E_tot in eV: -51414.647
E_HOMO in eV: -8.5
F_max in eV/Å: 4.1
SMILES: NCc1cnc2ccc([PH2]=O)c(P(O)O)c2n1.CCOCC.CCOCC

Structure (ORCA input):
```
! wB97M-V def2-TZVPD RIJCOSX def2/J DEFGRID3
* xyz 0 1
P -1.24376 3.27982 1.39863
P -2.34275 3.78115 4.65413
O -3.13336 -1.99638 1.39521
O -1.30258 2.37527 -0.03999
O -1.65317 5.09064 4.35592
O -2.88692 3.71072 1.61190
O 1.82422 -0.76420 -4.29439
N 1.58526 -0.97169 3.69359
N 3.55148 0.35555 -0.32347
N 0.83401 0.81124 1.35851
C 0.31761 0.98816 2.65378
C 0.69766 -0.74802 -6.48070
C 3.25256 1.18268 -4.76371
C 3.09080 -0.32777 -4.76346
C -0.67853 2.15184 2.83782
C 0.12827 0.41321 5.10598
C -3.23482 -3.23118 0.70449
C 2.03199 -1.08838 2.41930
C -1.90963 -1.29201 1.24620
C -1.58844 -0.91037 -0.17289
C 0.72248 0.11786 3.75588
C -2.18517 -4.24831 1.11897
C 0.69241 -0.31673 -5.02413
C -1.18206 2.38058 4.20343
C -0.77249 1.50171 5.37336
C 2.33407 -0.50048 -0.15056
C 1.70027 -0.21859 1.25330
H 1.55005 -0.33883 -7.02563
H -1.47171 2.96851 -0.79222
H -2.24545 -4.44279 2.19235
H -1.08911 -1.86648 1.69251
H -3.55789 3.76202 3.91626
H -0.18235 -0.74709 -4.53105
H -2.00421 -0.37702 1.83517
H 3.83424 -0.76109 -4.09178
H 4.18656 0.17287 0.46403
H 2.77183 -1.91478 2.23043
H -0.66031 -0.34105 -0.21258
H 3.25394 1.32947 -0.16909
H -2.33628 -5.18820 0.58431
H 0.59208 0.77061 -4.93650
H 3.29133 -0.74430 -5.75621
H 2.53525 1.67008 -5.42615
H 4.25521 1.45746 -5.09769
H -4.22526 -3.63168 0.93245
H -1.47879 -1.78412 -0.81925
H -3.26840 2.94205 2.08504
H 0.75334 -1.83645 -6.55589
H -0.21252 -0.40922 -6.97947
H -1.17242 -3.90116 0.90614
H -2.67646 3.71642 6.04738
H -3.21230 -3.06187 -0.37751
H 1.60869 -0.12700 -0.92883
H 2.55356 -1.58040 -0.34200
H -2.39142 -0.29868 -0.59195
H 3.09407 1.58311 -3.75883
H 0.41202 -0.23445 5.97835
H -1.15671 1.68777 6.40113
*
```

Record 6
Density functional theory data (ωB97M-V/def2-TZVPD) for C4H7N2 as an isolated structure in a non-equilibrium geometry.

Summary:
Frontier orbital gap in eV: 9.8
E_tot in eV: -7228.744
E_HOMO in eV: -15.4
F_max in eV/Å: 4.4
ΔE to the lowest compared entry with this formula, charge and spin in kcal/mol: 161.29

Structure (ORCA input):
```
! wB97M-V def2-TZVPD RIJCOSX def2/J DEFGRID3
* xyz 1 1
N 1.51639 0.57270 0.20501
N 0.25819 -0.83562 -0.43213
C -1.17863 -0.86120 0.05234
C -0.97544 0.65768 0.24859
C 1.36145 -0.74547 0.34172
C 0.27563 0.58730 -0.58279
H -1.51000 -1.39724 0.91116
H -0.69678 0.74576 1.30013
H 2.01387 -1.52332 0.86359
H 0.04569 1.54251 -2.14751
H -1.76982 -1.27222 -0.80016
H -1.72176 1.48243 -0.14821
H 2.38121 1.04668 0.18825
*
```